[1]
Computed, not measured: a molecular structure, C45H60AsBN7O2STi in a non-equilibrium geometry, with wB97M-V/def2-TZVPD.

The calculation puts the frontier orbital gap (spin up / spin down) at 5.054 / 6.620 eV. The value obtained for the highest occupied orbital energy (spin up / spin down) is -2.730 / -4.297 eV. As for the total energy: -5792.97528 Ha.

```
! wB97M-V def2-TZVPD RIJCOSX def2/J DEFGRID3
* xyz -1 3
Ti 0.067 -0.571 -0.189
C 0.628 -3.618 -4.191
C 1.119 -2.926 -2.921
C 2.528 -3.390 -2.545
C 1.110 -1.441 -3.087
C 1.596 -0.696 -4.171
C 1.452 0.630 -3.834
C 2.063 1.734 -4.680
C 3.569 1.452 -4.802
C 1.897 3.176 -4.221
N 0.876 0.675 -2.592
N 0.693 -0.613 -2.156
B -0.060 1.767 -1.933
N 0.368 2.188 -0.469
N -0.061 1.468 0.624
C 0.031 2.265 1.676
C 0.540 3.512 1.286
C 0.737 3.430 -0.071
C 1.295 4.493 -0.967
C 2.821 4.526 -0.842
C 0.690 5.859 -0.643
C -0.378 1.920 3.076
C 0.846 1.976 3.993
C -1.473 2.872 3.565
N -1.512 1.173 -1.830
N -1.705 0.016 -1.130
C -2.940 -0.393 -1.334
C -3.604 0.545 -2.147
C -2.667 1.515 -2.446
C -2.898 2.761 -3.256
C -2.596 4.039 -2.466
C -2.167 2.728 -4.602
C -3.420 -1.714 -0.813
C -3.177 -2.792 -1.873
C -4.896 -1.656 -0.423
H 0.546 -4.692 -4.018
H 1.320 -3.463 -5.025
H -0.354 -3.244 -4.491
H 0.461 -3.192 -2.094
H 3.247 -3.140 -3.333
H 2.539 -4.470 -2.387
H 2.848 -2.909 -1.620
H 2.013 -1.084 -5.086
H 1.621 1.643 -5.677
H 4.027 1.452 -3.811
H 4.051 2.221 -5.411
H 3.762 0.482 -5.258
H 2.292 3.297 -3.214
H 0.863 3.513 -4.238
H 2.469 3.826 -4.887
H -0.068 2.730 -2.615
H 0.743 4.358 1.923
H 1.040 4.253 -1.996
H 3.110 4.778 0.181
H 3.249 5.270 -1.519
H 3.253 3.551 -1.076
H 0.986 6.193 0.354
H -0.400 5.825 -0.681
H 1.035 6.604 -1.364
H -0.780 0.910 3.086
H 1.244 2.995 4.029
H 1.631 1.319 3.620
H 0.590 1.663 5.008
H -1.115 3.905 3.588
H -1.781 2.595 4.576
H -2.349 2.832 2.913
H -4.627 0.521 -2.485
H -3.970 2.760 -3.471
H -1.541 4.105 -2.205
H -3.172 4.062 -1.539
H -2.858 4.920 -3.058
H -1.088 2.672 -4.464
H -2.395 3.627 -5.181
H -2.475 1.858 -5.183
H -2.822 -1.970 0.066
H -3.744 -2.562 -2.782
H -3.489 -3.769 -1.498
H -2.116 -2.859 -2.114
H -5.529 -1.559 -1.311
H -5.103 -0.809 0.235
H -5.182 -2.571 0.099
S 2.509 -0.559 0.459
C 2.725 -2.131 1.264
C 3.888 -2.868 0.997
C 4.157 -4.057 1.653
C 3.280 -4.542 2.616
C 2.136 -3.820 2.906
C 1.838 -2.639 2.235
As 0.327 -1.504 2.693
C 0.774 -1.336 4.613
C -0.215 -1.176 5.582
C 0.116 -0.889 6.903
C 1.446 -0.747 7.274
C 2.441 -0.903 6.317
C 2.107 -1.189 5.000
C -1.320 -2.521 3.001
C -2.481 -1.763 2.889
C -3.732 -2.319 3.143
C -3.829 -3.656 3.491
C -2.673 -4.424 3.596
C -1.430 -3.859 3.363
H 4.586 -2.474 0.268
H 5.065 -4.603 1.422
H 3.491 -5.466 3.140
H 1.471 -4.175 3.683
H -1.257 -1.284 5.308
H -0.668 -0.775 7.642
H 1.705 -0.513 8.300
H 3.483 -0.794 6.596
H 2.890 -1.297 4.259
H -2.413 -0.724 2.579
H -4.624 -1.709 3.058
H -4.799 -4.106 3.665
H -2.743 -5.474 3.852
H -0.546 -4.476 3.426
O -0.378 -4.503 0.753
N -0.458 -3.817 -0.249
O -0.224 -2.266 0.126
*
```



[2]
Computed, not measured: a molecular structure, C45H60Cl5GeN4P3Pd in a non-equilibrium geometry, with wB97M-V/def2-TZVPD.

The calculation puts the frontier orbital gap (spin up / spin down) at 3.345 / 3.358 eV. The value obtained for the highest occupied orbital energy (spin up / spin down) is -14.754 / -14.729 eV. As for the energy relative to the best compared isomer or geometry (same formula, charge and spin): 66.4 kcal/mol. As for the total energy: -7498.63054 Ha.

```
! wB97M-V def2-TZVPD RIJCOSX def2/J DEFGRID3
* xyz 3 2
Pd -1.360 0.446 -0.581
C -0.490 5.533 0.228
C -1.260 4.244 0.512
C -1.512 4.072 2.011
P -0.398 2.756 -0.181
C 1.165 2.764 0.798
N 1.730 1.481 1.117
Ge 1.078 -0.241 0.269
N 2.229 -1.230 -1.189
C 1.635 -1.481 -2.464
P -0.194 -1.488 -2.369
C -0.660 -1.636 -4.169
C -0.600 -0.262 -4.838
C 0.192 -2.659 -4.924
C -0.653 -3.095 -1.508
C 0.522 -4.058 -1.332
C -1.848 -3.794 -2.164
C 3.562 -1.025 -1.125
C 4.452 -1.106 -2.217
C 5.771 -0.756 -2.052
C 6.238 -0.302 -0.814
C 5.388 -0.251 0.282
C 4.075 -0.654 0.141
N 3.117 -0.757 1.199
C 3.340 0.185 2.263
C 4.186 -0.031 3.334
C 4.468 1.009 4.205
C 3.904 2.268 3.990
C 3.020 2.477 2.955
C 2.678 1.418 2.089
C 2.952 -2.110 1.676
C 3.999 -2.998 1.850
C 3.762 -4.225 2.446
C 2.474 -4.549 2.865
C 1.418 -3.685 2.648
C 1.633 -2.451 2.016
N 0.646 -1.566 1.653
C -0.703 -1.924 2.009
P -2.008 -0.744 1.464
C -2.303 0.315 2.951
C -0.961 0.936 3.357
C -2.946 -0.423 4.126
C -3.483 -1.819 1.099
C -3.659 -3.023 2.027
C -4.750 -0.960 1.060
C 0.157 3.268 -1.879
C 0.993 2.155 -2.514
C -1.056 3.613 -2.743
H -1.059 6.358 0.659
H -0.382 5.737 -0.837
H 0.497 5.543 0.691
H -2.215 4.278 -0.018
H -0.596 4.211 2.588
H -1.926 3.094 2.233
H -2.223 4.822 2.356
H 0.916 3.300 1.719
H 1.890 3.378 0.248
H 1.958 -2.451 -2.854
H 1.917 -0.714 -3.202
H -1.695 -1.982 -4.166
H 0.423 0.120 -4.863
H -1.239 0.467 -4.336
H -0.941 -0.343 -5.870
H 1.198 -2.286 -5.120
H -0.279 -2.848 -5.889
H 0.264 -3.617 -4.410
H -0.965 -2.763 -0.514
H 0.887 -4.419 -2.295
H 0.186 -4.928 -0.767
H 1.348 -3.602 -0.784
H -1.591 -4.190 -3.145
H -2.712 -3.137 -2.273
H -2.153 -4.636 -1.544
H 4.100 -1.445 -3.182
H 6.451 -0.827 -2.890
H 7.274 -0.016 -0.700
H 5.764 0.078 1.241
H 4.650 -0.997 3.479
H 5.151 0.851 5.029
H 4.161 3.091 4.644
H 2.582 3.457 2.823
H 5.001 -2.731 1.541
H 4.578 -4.916 2.608
H 2.294 -5.494 3.361
H 0.428 -3.974 2.974
H -0.787 -1.999 3.098
H -0.964 -2.905 1.594
H -2.985 1.097 2.603
H -0.302 0.194 3.812
H -1.129 1.723 4.091
H -0.448 1.368 2.496
H -2.425 -1.348 4.378
H -3.994 -0.649 3.947
H -2.898 0.223 5.003
H -3.282 -2.193 0.088
H -3.921 -2.724 3.038
H -2.780 -3.665 2.066
H -4.483 -3.624 1.640
H -5.083 -0.703 2.065
H -5.555 -1.510 0.572
H -4.591 -0.037 0.507
H 0.788 4.149 -1.749
H 0.380 1.258 -2.636
H 1.872 1.909 -1.911
H 1.339 2.467 -3.500
H -1.749 2.768 -2.783
H -0.738 3.838 -3.761
H -1.597 4.480 -2.365
Cl -4.276 3.138 1.272
C -4.111 2.693 -0.379
C -3.405 1.556 -0.737
C -3.634 1.068 -2.012
Cl -3.045 -0.530 -2.286
C -4.354 1.731 -2.995
Cl -4.509 1.068 -4.563
C -4.920 2.962 -2.661
Cl -5.754 3.863 -3.839
C -4.848 3.411 -1.336
Cl -5.697 4.818 -0.876
*
```



[3]
Computed, not measured: a molecular structure, C45H60KN10S2Si, with wB97M-V/def2-TZVPD.

The calculation puts the frontier orbital gap at 3.156 eV. The value obtained for the highest occupied orbital energy is -1.388 eV. As for the energy relative to the best compared isomer or geometry (same formula, charge and spin): 21.5 kcal/mol. As for the total energy: -3984.09395 Ha.

```
! wB97M-V def2-TZVPD RIJCOSX def2/J DEFGRID3
* xyz -1 1
K -0.451 0.698 0.069
C 1.342 0.890 2.741
C -0.127 1.226 3.090
C -0.915 0.113 3.717
C -1.165 0.050 5.067
C -2.154 -0.789 5.620
C -3.067 -1.347 4.673
C -2.836 -1.290 3.339
N -1.547 -0.847 2.816
N 1.784 1.612 1.537
C 2.889 1.000 0.831
C 2.877 1.326 -0.649
C 3.939 1.982 -1.260
C 3.914 2.184 -2.632
C 2.832 1.720 -3.354
C 1.803 1.089 -2.664
N 1.810 0.901 -1.343
C 1.963 3.038 1.724
C 1.247 3.855 0.669
C 1.718 5.096 0.256
C 0.993 5.812 -0.682
C -0.178 5.266 -1.180
C -0.572 4.019 -0.710
N 0.122 3.324 0.195
H 1.427 -0.177 2.536
H 1.991 1.099 3.605
H -0.613 1.549 2.159
H -0.154 2.085 3.770
H -0.625 0.737 5.722
H -2.338 -0.826 6.686
H -4.021 -1.750 5.013
H -3.580 -1.573 2.601
H 2.769 -0.076 0.901
H 3.873 1.268 1.260
H 4.776 2.320 -0.660
H 4.731 2.696 -3.129
H 2.765 1.848 -4.426
H 0.929 0.721 -3.202
H 3.028 3.310 1.738
H 1.553 3.322 2.695
H 2.646 5.485 0.659
H 1.339 6.781 -1.021
H -0.773 5.784 -1.923
H -1.474 3.530 -1.082
N -1.414 -2.229 -0.326
H -2.063 -1.445 -0.236
H -1.662 -2.748 -1.162
H -0.457 -1.901 -0.439
N 1.935 -2.000 -0.241
S 2.932 -2.819 0.636
C 4.626 -2.274 0.318
C 5.642 -2.709 1.156
C 6.949 -2.316 0.903
C 7.230 -1.488 -0.177
C 6.203 -1.048 -0.997
C 4.891 -1.441 -0.748
C 3.176 -4.506 0.042
C 3.144 -5.533 0.968
C 3.322 -6.844 0.540
C 3.519 -7.112 -0.805
C 3.539 -6.072 -1.728
C 3.368 -4.763 -1.304
H 2.161 -2.000 -1.238
H 5.412 -3.353 1.999
H 7.750 -2.651 1.552
H 8.250 -1.181 -0.372
H 6.415 -0.390 -1.832
H 4.077 -1.081 -1.370
H 2.953 -5.309 2.013
H 3.288 -7.656 1.256
H 3.644 -8.135 -1.140
H 3.684 -6.283 -2.781
H 3.381 -3.946 -2.019
C -6.840 -1.468 1.125
C -6.282 -0.101 1.538
C -5.196 0.371 0.612
N -4.104 -0.259 0.419
N -3.219 0.355 -0.440
C -3.673 1.485 -0.978
N -3.015 2.221 -1.863
S -5.295 1.852 -0.328
H -7.619 -1.797 1.819
H -6.042 -2.212 1.121
H -7.267 -1.423 0.118
H -5.864 -0.166 2.546
H -7.082 0.640 1.558
H -2.220 1.241 -3.139
H -3.559 3.022 -2.158
C -1.558 -4.613 3.586
Si -1.490 -3.626 1.949
C -3.259 -3.825 1.322
C -0.306 -4.715 0.935
C -0.654 -2.005 2.508
H -2.050 -5.589 3.443
H -2.108 -4.059 4.354
H -0.546 -4.806 3.975
H -3.298 -4.688 0.636
H -3.642 -2.946 0.790
H -3.924 -4.035 2.166
H -0.801 -5.099 0.031
H 0.039 -5.577 1.520
H 0.569 -4.146 0.601
H 0.117 -1.656 1.791
H -0.111 -2.304 3.430
C -3.023 -1.335 -3.795
C -2.098 -0.402 -4.519
C -1.419 -0.524 -5.711
C -0.696 0.695 -5.916
C -0.963 1.515 -4.843
C -0.532 2.917 -4.534
N -1.796 0.827 -4.000
H -3.984 -1.419 -4.305
H -3.210 -0.978 -2.779
H -2.597 -2.338 -3.732
H -1.433 -1.383 -6.368
H -0.071 0.941 -6.764
H 0.169 3.268 -5.293
H -0.046 2.994 -3.557
H -1.387 3.600 -4.518
*
```



[4]
Computed, not measured: a molecular structure, C45H61As2CrNP, with wB97M-V/def2-TZVPD.

The calculation puts the frontier orbital gap (spin up / spin down) at 7.365 / 7.750 eV. The value obtained for the highest occupied orbital energy (spin up / spin down) is -13.653 / -13.645 eV. As for the total energy: -7662.93303 Ha.

```
! wB97M-V def2-TZVPD RIJCOSX def2/J DEFGRID3
* xyz 2 2
Cr 0.190 0.293 0.513
C 0.830 1.032 2.425
C 2.040 0.596 1.780
C 1.919 -0.821 1.595
C 0.624 -1.190 2.073
C -0.019 -0.093 2.677
C -1.117 -0.223 3.731
C -0.375 -0.096 5.075
C -1.766 -1.607 3.678
C -2.183 0.855 3.672
C 2.907 -1.949 1.269
C 2.149 -3.196 0.782
C 4.000 -1.630 0.251
C 3.562 -2.303 2.619
C 3.217 1.564 1.540
C 2.780 3.009 1.808
C 3.812 1.543 0.113
C 4.312 1.223 2.565
H 0.645 2.033 2.779
H 0.253 -2.200 2.106
H 0.441 -0.819 5.149
H -1.068 -0.283 5.899
H 0.041 0.906 5.207
H -1.053 -2.400 3.913
H -2.208 -1.836 2.705
H -2.563 -1.662 4.420
H -1.759 1.860 3.720
H -2.863 0.742 4.520
H -2.784 0.782 2.767
H 1.439 -2.972 -0.017
H 1.601 -3.688 1.587
H 2.867 -3.925 0.404
H 3.585 -1.424 -0.739
H 4.651 -2.502 0.159
H 4.629 -0.792 0.542
H 2.806 -2.562 3.364
H 4.169 -1.489 3.015
H 4.208 -3.172 2.477
H 1.947 3.300 1.162
H 3.614 3.677 1.584
H 2.495 3.179 2.848
H 3.450 2.397 -0.471
H 3.610 0.626 -0.434
H 4.897 1.661 0.145
H 3.898 1.136 3.572
H 5.055 2.024 2.574
H 4.834 0.296 2.329
N 0.870 1.259 -1.208
C 0.137 2.391 -1.778
C 0.632 3.028 -2.905
C -0.036 4.134 -3.406
C -1.182 4.605 -2.769
C -1.665 3.957 -1.644
C -1.018 2.821 -1.154
P -1.594 1.889 0.289
C -3.105 0.962 -0.188
C -3.063 -0.496 0.213
C -4.379 -1.256 0.223
C -5.666 -0.244 -1.719
C -5.256 1.019 -1.594
C -4.057 1.552 -0.923
C -2.063 3.212 1.435
C -3.365 3.370 1.889
C -3.678 4.405 2.763
C -2.694 5.290 3.178
C -1.391 5.149 2.710
C -1.078 4.116 1.839
H 1.820 1.558 -1.000
H 0.978 0.504 -1.897
H 1.541 2.674 -3.379
H 0.348 4.642 -4.281
H -1.689 5.484 -3.144
H -2.532 4.353 -1.128
H -2.672 -0.526 1.228
H -4.230 -2.211 0.720
H -6.566 -0.401 -2.306
H -5.854 1.774 -2.091
H -3.922 2.613 -1.112
H -4.140 2.681 1.576
H -4.694 4.519 3.117
H -2.943 6.096 3.857
H -0.625 5.850 3.018
H -0.066 4.027 1.463
C -5.061 -1.477 -1.120
As -1.471 -1.065 -0.824
C -1.887 -0.404 -2.605
C -1.272 -2.956 -1.154
C -2.174 -3.875 -0.629
C -2.033 -5.229 -0.907
C -0.990 -5.664 -1.706
C -0.090 -4.746 -2.232
C -0.211 -3.383 -1.969
As 1.091 -2.136 -2.744
C 2.713 -3.203 -2.682
C 0.724 -2.386 -4.645
H -4.369 -1.935 -1.835
H -5.056 -0.699 0.878
H -5.853 -2.217 -0.993
H -2.959 -0.500 -2.752
H -1.370 -1.026 -3.327
H -1.605 0.638 -2.735
H -2.984 -3.555 0.002
H -2.738 -5.938 -0.493
H -0.874 -6.718 -1.924
H 0.717 -5.108 -2.856
H 2.615 -4.071 -3.332
H 2.921 -3.525 -1.666
H 3.535 -2.586 -3.040
H 0.505 -3.435 -4.844
H 1.624 -2.099 -5.186
H -0.101 -1.770 -4.991
*
```